1.
Here is a molecular structure, C5H6FP at a distorted geometry from the OMol25 dataset. Energies are from the ωB97M-V functional and the def2-TZVPD basis.

Energy above the lowest of the compared OMol25 structures with the same formula, charge and spin ... 66.1 kJ/mol
Electronic energy ... -17285.802 eV
Highest occupied orbital energy ... -8.64 eV
Lowest unoccupied orbital energy ... 0.47 eV
Kohn-Sham gap ... 9.12 eV

Geometry (Å):
C -0.1484 -1.4570 0.6241
C 1.1385 -1.2940 -0.0176
C -0.8016 -0.4032 1.1238
C 1.6305 -0.0679 -0.0415
C -0.8471 1.6125 -0.7405
F 2.7556 0.4056 -0.5531
P -0.0619 1.2449 0.9183
H -0.5625 -2.4527 0.6824
H 1.6260 -2.1641 -0.4344
H -1.7495 -0.4999 1.6313
H -1.3239 2.5894 -0.7096
H -1.5877 0.8571 -0.9889
H -0.0680 1.6293 -1.4942


2.
Here is a molecular structure, C5H7O3Tl at a distorted geometry from the OMol25 dataset. Energies are from the ωB97M-V functional and the def2-TZVPD basis.

2S+1 ... 2
Energy above the lowest of the compared OMol25 structures with the same formula, charge and spin ... 197.6 kJ/mol
Electronic energy ... -16129.223 eV
Highest occupied orbital energy (alpha / beta) ... -1.54 / -1.91 eV
Charge ... -1
Lowest unoccupied orbital energy (alpha / beta) ... 2.47 / 2.52 eV
Kohn-Sham gap (alpha / beta) ... 4.01 / 4.43 eV

Geometry (Å):
O 0.9402 -1.3060 0.6073
C 1.1508 -0.2858 1.3616
C 0.0127 0.6731 1.6583
H 1.8939 -0.3955 2.1739
H 0.3738 1.5945 2.1350
H -0.5397 0.9434 0.7460
H -0.6912 0.1867 2.3530
O 4.2860 -1.1703 -0.6639
O 2.3785 -0.0636 -1.2339
C 3.1284 -0.9916 -0.9704
Tl 0.1487 -0.7036 -1.4306
C -2.6401 0.2818 -0.9240
C -2.0186 0.0082 -2.0930
H -2.1474 0.1202 0.0510
H -3.6143 0.7962 -0.8235
H -2.6618 0.3123 -2.9466


3.
Here is a molecular structure, C14H30Br2F3NO6S3 at a distorted geometry from the OMol25 dataset. Energies are from the ωB97M-V functional and the def2-TZVPD basis.

Energy above the lowest of the compared OMol25 structures with the same formula, charge and spin ... 50.1 kJ/mol
Electronic energy ... -209519.938 eV
Highest occupied orbital energy ... -8.59 eV
Lowest unoccupied orbital energy ... 0.33 eV
Kohn-Sham gap ... 8.92 eV

Geometry (Å):
C -1.2415 2.1977 -3.1256
O -2.0275 1.3811 -2.2610
C -2.2188 1.8679 -0.9533
C -3.6643 1.5834 -0.5775
C -1.2352 1.1267 -0.0545
O 0.0776 1.4098 -0.4294
C 0.8921 0.2297 -0.6374
N 1.3917 -0.3690 0.5623
C 2.0128 0.6176 -1.5672
C 3.0762 1.4712 -0.8826
C 3.6246 2.5716 -1.7464
F 4.1113 2.1053 -2.8747
Br 2.1806 3.8450 -2.1176
C 4.7737 3.3088 -0.9822
F 5.5122 2.4405 -0.3204
F 5.5450 3.9392 -1.8200
Br 4.1229 4.5919 0.3559
S -1.3923 1.5627 1.7194
C 0.0560 2.5078 2.1611
O -2.5088 2.4099 2.0017
O -1.3594 0.3540 2.4867
H -1.8182 2.3599 -4.0323
H -1.0192 3.1723 -2.7113
H -0.3489 1.6601 -3.4162
H -2.0790 2.9438 -0.8569
H -4.2378 1.8550 -1.4550
H -3.8454 0.5302 -0.3973
H -4.0073 2.2199 0.2217
H -1.4565 0.0679 -0.1318
H 0.3362 -0.5449 -1.1518
H 2.0531 0.2281 1.0418
H 0.6406 -0.6362 1.1897
H 1.5550 1.2024 -2.3565
H 2.3875 -0.3005 -2.0098
H 2.7027 1.9346 0.0266
H 3.8949 0.8244 -0.5895
H 0.9667 1.9656 1.9817
H -0.1010 2.7825 3.1928
H 0.0477 3.4231 1.5854
C -3.3370 -1.1997 4.7385
S -3.8845 -2.6399 3.8142
O -5.2477 -2.3468 3.3023
C -4.0757 -3.7165 5.2441
H -3.1906 -0.3797 4.0388
H -4.0938 -0.9261 5.4748
H -2.3913 -1.4246 5.2319
H -4.7850 -3.2745 5.9442
H -3.1065 -3.8582 5.7227
H -4.4539 -4.6756 4.8960
C 3.2798 -4.4100 -2.0772
S 2.3604 -3.3183 -3.1680
O 1.7819 -2.2418 -2.3160
C 1.0337 -4.4757 -3.5249
H 4.1412 -3.8623 -1.7008
H 2.6464 -4.7154 -1.2444
H 3.6178 -5.2805 -2.6393
H 0.5503 -4.7774 -2.5957
H 1.4413 -5.3439 -4.0425
H 0.3131 -3.9737 -4.1671


4.
Here is a molecular structure, C37H40AsNP2Rh at a distorted geometry from the OMol25 dataset. Energies are from the ωB97M-V functional and the def2-TZVPD basis.

2S+1 ... 5
Electronic energy ... -122924.001 eV
Highest occupied orbital energy (alpha / beta) ... -6.84 / -10.92 eV
Charge ... +1
Lowest unoccupied orbital energy (alpha / beta) ... -1.62 / -5.18 eV
Kohn-Sham gap (alpha / beta) ... 5.22 / 5.74 eV

Geometry (Å):
C -1.6606 2.8645 -3.5789
C -1.2829 1.7653 -2.8074
C 0.1034 1.5296 -2.5569
C 1.0576 2.3811 -3.1500
C 0.6530 3.4747 -3.9087
C -0.7009 3.7300 -4.1096
C 2.5003 2.0350 -2.9409
C 2.6993 0.5461 -2.9376
C 1.6663 -0.2433 -2.3872
C 1.7708 -1.6662 -2.4274
C 2.9414 -2.2396 -2.9225
C 3.9736 -1.4478 -3.4255
C 3.8414 -0.0589 -3.4517
H -2.7248 3.0409 -3.7572
H 1.4086 4.1217 -4.3501
H -1.0223 4.5971 -4.6849
H 3.1123 2.4893 -3.7232
H 3.0264 -3.3268 -2.9174
H 4.8772 -1.9205 -3.8100
H 4.6209 0.5688 -3.8823
N 0.5593 0.4195 -1.8552
Rh -0.0785 -0.0402 0.0692
C -2.3076 0.7956 -2.2799
H -2.1449 -0.2179 -2.6776
H -3.3193 1.1253 -2.5428
C 0.6130 -2.5368 -2.0120
H -0.2669 -2.3793 -2.6564
H 0.8988 -3.5956 -2.0667
P -2.1837 0.6730 -0.4415
P 0.0875 -2.2034 -0.2862
C 1.3152 -3.1857 0.6499
H 1.0589 -3.2133 1.7191
H 1.3368 -4.2143 0.2507
H 2.3091 -2.7380 0.5397
C -1.4607 -3.1270 -0.0537
H -1.2558 -4.2056 -0.1235
H -1.8762 -2.9047 0.9385
H -2.1840 -2.8481 -0.8283
C -2.5201 2.3872 0.0899
H -3.4149 2.7795 -0.4170
H -2.6727 2.4155 1.1770
H -1.6597 3.0195 -0.1679
C -3.6485 -0.3016 0.0020
H -3.6537 -0.5009 1.0794
H -4.5561 0.2598 -0.2649
H -3.6502 -1.2541 -0.5395
H 2.8333 2.4473 -1.9663
H 1.4607 -0.2734 0.5936
C 0.1925 3.4393 5.4259
C 0.7992 3.5986 4.1712
C 0.8549 2.5274 3.2674
C 0.2915 1.3017 3.6404
C -0.2470 1.1143 4.9161
C -0.3102 2.1888 5.8085
As 0.4151 -0.2371 2.4096
C 2.2198 -0.8250 3.0911
C 3.3558 -0.6281 2.2925
C 4.6277 -0.8766 2.8228
C 4.7716 -1.3026 4.1455
C 3.6278 -1.4983 4.9316
C 2.3454 -1.2710 4.4091
C -1.2081 -1.1643 3.1572
C -1.2339 -2.4916 3.5951
C -2.4279 -2.9984 4.1331
C -3.5848 -2.2085 4.1987
C -3.5519 -0.8968 3.7223
C -2.3618 -0.3754 3.2107
H 0.0994 4.2873 6.1036
H 1.2198 4.5698 3.8846
H 1.3190 2.6320 2.2837
H -0.6417 0.1395 5.2123
H -0.7679 2.0409 6.7868
H 3.2603 -0.2808 1.2648
H 5.5022 -0.7281 2.1928
H 5.7716 -1.4791 4.5594
H 3.7359 -1.8288 5.9676
H 1.4542 -1.4297 5.0223
H -0.3370 -3.1168 3.5315
H -2.4623 -4.0259 4.5083
H -4.5157 -2.6087 4.6133
H -4.4427 -0.2691 3.7568
H -2.3212 0.6648 2.8776


5.
Here is a molecular structure, C2H4LiO2Pt at a distorted geometry from the OMol25 dataset. Energies are from the ωB97M-V functional and the def2-TZVPD basis.

2S+1 ... 3
Energy above the lowest of the compared OMol25 structures with the same formula, charge and spin ... 0.0 kJ/mol
Electronic energy ... -9683.039 eV
Highest occupied orbital energy (alpha / beta) ... -2.22 / -4.02 eV
Charge ... -1
Lowest unoccupied orbital energy (alpha / beta) ... 3.23 / 3.17 eV
Kohn-Sham gap (alpha / beta) ... 5.45 / 7.20 eV

Geometry (Å):
O -2.8090 -1.5291 0.5401
H -3.7000 -1.7505 0.8040
C 0.3357 0.7809 -0.0606
C 1.1153 -0.2077 0.4236
O 0.7012 -1.2417 1.1470
H -0.7223 0.8669 0.2065
H 0.7774 1.5704 -0.6689
H 2.2092 -0.0830 0.3618
Pt 1.6197 -2.5222 1.8375
Li -1.1817 -1.4785 1.1831


6.
Here is a molecular structure, C3HClO4P at a distorted geometry from the OMol25 dataset. Energies are from the ωB97M-V functional and the def2-TZVPD basis.

Energy above the lowest of the compared OMol25 structures with the same formula, charge and spin ... 22.3 kJ/mol
Electronic energy ... -33130.099 eV
Highest occupied orbital energy ... -5.35 eV
Charge ... -1
Lowest unoccupied orbital energy ... 3.59 eV
Kohn-Sham gap ... 8.94 eV

Geometry (Å):
C -1.9860 -1.3651 0.6676
C 2.4585 0.6630 -1.1558
C 1.8073 0.3577 -0.2082
O -2.8551 -2.0092 0.1466
O -1.4943 -1.2555 1.7690
O -1.2094 -0.4210 -0.2623
O 1.0404 0.3550 0.8553
P -0.6203 0.6661 0.7576
Cl -0.3453 2.1795 -0.6406
H 3.2041 0.8295 -1.9293